(1)
# C27H58O4P2PdSi

C27H58O4P2PdSi as an isolated structure (wB97M-V/def2-TZVPD, the Open Molecules 2025 dataset).

Structure (XYZ):
```
93
Properties=species:S:1:pos:R:3:forces:R:3
P -0.070530 3.144223 -1.332364 -0.044 -0.314 1.170
P 1.518329 -1.194071 -0.349844 1.103 0.296 -0.607
C 1.812307 1.728713 -1.744100 1.671 -1.932 -0.780
C 1.843277 0.217847 -1.671321 0.665 -0.593 -1.744
H 2.572108 2.294088 -1.181975 -0.251 -0.404 -0.696
H 1.558404 2.107438 -2.725700 0.001 -0.063 0.251
H 1.345449 -0.168255 -2.578019 0.237 0.099 0.572
H 2.905090 -0.024429 -1.665923 -0.108 -0.483 -0.207
C 3.186951 -1.071724 0.530109 0.132 -0.355 -0.004
H 3.262646 -1.734374 1.409407 -0.138 0.164 -0.477
H 3.349533 -0.038175 0.884573 -0.338 -0.347 -0.138
H 4.018028 -1.297305 -0.178287 -0.655 -0.093 0.412
C 1.686214 -2.500586 -1.681999 -0.157 -0.620 0.054
H 2.725355 -2.859920 -1.765029 -0.280 0.249 0.311
H 1.431392 -2.065685 -2.661001 -0.039 -0.127 0.503
H 1.045456 -3.387292 -1.540150 0.304 0.528 0.124
C 0.275661 4.665963 -0.437714 -0.709 0.882 0.108
H -0.597862 5.157396 0.049532 0.587 -0.202 -0.361
H 0.729453 5.344717 -1.193753 -0.442 -0.244 0.452
H 1.040920 4.467321 0.329083 -0.281 -0.121 -0.223
C -0.670906 3.346297 -3.015827 -1.031 0.385 -0.365
H -0.496700 2.424816 -3.593907 -0.042 0.184 0.331
H -0.016208 4.133918 -3.447937 -0.529 -0.376 0.337
H -1.735995 3.647090 -3.140123 0.677 -0.185 0.125
Pd 0.922175 1.323729 -0.066153 -2.694 0.075 3.187
C 4.211692 1.180289 -2.978441 1.636 -0.611 1.220
C 4.611447 1.420400 -1.693215 1.527 -0.848 -1.996
C 5.443443 2.618313 -1.330176 0.479 0.278 0.512
C 4.880315 3.986511 -1.759305 0.056 0.012 0.314
C 3.399328 4.005322 -2.015470 -0.383 1.361 -1.904
C 2.879808 3.782525 -3.248204 0.827 1.465 0.282
C 3.639395 3.232381 -4.438011 0.025 0.258 -0.305
C 4.571124 2.039715 -4.151142 0.201 -0.229 -0.620
C -1.233847 1.816223 -0.194420 -0.617 1.884 -0.284
H 3.852492 0.174872 -3.281223 0.040 0.725 0.471
H 4.733888 0.590266 -0.980306 -0.761 0.362 -0.257
H 6.450475 2.492841 -1.774571 -0.380 -0.009 0.142
H 5.625741 2.671127 -0.245042 -0.165 -0.338 -0.294
H 5.052254 4.706076 -0.955643 0.135 -0.087 -0.004
H 5.451916 4.387810 -2.606245 -0.422 -0.211 -0.062
H 2.754910 4.438897 -1.226786 0.481 -0.222 -0.568
H 1.913603 4.224542 -3.530316 0.146 -0.584 0.483
H 4.243738 4.039854 -4.887609 -0.226 -0.162 0.124
H 2.948493 2.922138 -5.241692 0.001 0.272 0.471
H 4.537677 1.362603 -5.020594 -0.013 0.375 0.159
H 5.627429 2.358118 -4.127120 -0.372 0.016 0.440
H -1.807418 1.041453 -0.715461 0.388 0.398 -0.155
H -1.737276 2.821232 -0.255444 -0.894 -0.872 0.483
H -1.203412 1.606990 0.907813 0.393 0.372 -0.767
C -0.887012 -4.703746 0.044751 0.959 -0.198 0.323
C -2.294505 -4.158592 0.241379 -0.958 -0.493 -0.245
C -2.723361 -3.403540 -1.014233 -0.036 0.349 -0.398
C -3.253101 -5.304214 0.553449 -0.061 -0.181 0.235
O -2.312482 -3.316422 1.403886 0.004 -0.325 -0.842
Si -1.901456 -1.702890 1.431311 0.388 1.338 1.540
O -0.651872 -1.318418 0.541535 -0.515 0.002 -0.173
O -3.330950 -0.909951 1.038452 0.125 -0.964 -0.057
C -4.624961 -1.025580 1.686359 -0.685 0.718 0.237
C -5.611970 -0.146478 0.930141 -0.006 0.187 -0.453
C -5.150972 -2.449834 1.683902 -0.256 -0.861 -0.059
C -4.572193 -0.558964 3.131797 0.079 0.023 0.807
O -1.840874 -1.473743 3.067376 0.330 -0.094 -0.694
C -0.929870 -0.989373 4.069651 0.309 0.013 0.230
C 0.386229 -0.595114 3.429717 0.471 0.123 -0.097
C -1.534237 0.210104 4.795844 -0.246 0.199 0.031
C -0.692708 -2.118531 5.065075 0.001 -0.315 0.050
H -0.852872 -5.376955 -0.824629 -0.189 0.250 0.285
H -0.574957 -5.267191 0.932161 -0.064 0.071 -0.196
H -0.177761 -3.881971 -0.103080 -0.277 -0.155 0.076
H -2.706330 -4.081039 -1.880255 0.065 0.115 0.346
H -3.746617 -3.021451 -0.918951 0.205 -0.050 0.093
H -2.050607 -2.561873 -1.224947 -0.127 -0.170 0.037
H -2.926085 -5.809077 1.470040 -0.097 0.016 -0.209
H -4.264758 -4.920216 0.722337 0.187 -0.090 -0.103
H -3.283452 -6.033847 -0.265001 0.075 0.220 0.174
H -5.702828 -0.461602 -0.114712 0.033 0.032 0.111
H -6.609625 -0.210507 1.388372 0.385 -0.009 -0.097
H -5.295996 0.901717 0.947501 -0.030 -0.131 0.023
H -4.500109 -3.114079 2.261710 -0.029 0.149 -0.076
H -6.147905 -2.477108 2.151618 0.372 0.130 -0.183
H -5.259749 -2.833807 0.663826 0.045 0.101 0.121
H -3.957921 -1.230244 3.738158 -0.186 0.205 -0.131
H -4.168378 0.454970 3.205643 -0.031 -0.097 -0.037
H -5.586539 -0.556243 3.562896 0.324 0.035 -0.320
H 0.250195 0.199903 2.690186 -0.081 0.057 -0.024
H 1.088043 -0.228015 4.185358 -0.136 -0.086 -0.050
H 0.842213 -1.448260 2.921936 -0.025 0.009 0.028
H -2.468081 -0.050458 5.305938 0.190 -0.020 -0.111
H -0.827163 0.578510 5.551327 -0.163 -0.160 -0.190
H -1.745190 1.037145 4.108858 0.038 -0.120 -0.007
H -1.633072 -2.447559 5.517604 0.109 0.094 -0.069
H -0.242540 -2.976970 4.555788 -0.049 0.078 0.074
H -0.013377 -1.800729 5.866973 -0.187 -0.010 -0.217
```
Positions in Å, forces in eV/Å.

Computed properties:
Net charge: +2
Multiplicity: 5
Highest occupied orbital energy (alpha / beta): -10.90 / -13.63 eV
HOMO-LUMO gap (alpha / beta): 5.6 / 3.9 eV


(2)
# C27H59N3O7S

A 8-piece molecular cluster, C27H59N3O7S overall (wB97M-V/def2-TZVPD, the Open Molecules 2025 dataset).

Structure (XYZ):
```
97
Properties=species:S:1:pos:R:3:forces:R:3
N 5.566055 1.364929 -1.934605 -0.945 -0.271 -0.784
C 4.175787 1.171939 -2.473617 0.116 0.389 0.142
C 3.842303 2.309671 -3.608680 -1.923 -0.899 1.105
C 2.437813 2.971369 -3.133579 -2.190 0.270 -1.797
C 1.244607 2.786147 -4.110487 0.139 1.925 3.838
C -0.158541 3.350103 -3.708725 2.903 0.945 3.220
C -0.279017 4.068062 -2.343669 0.870 -0.790 -1.711
C -1.762849 4.595085 -1.940626 0.968 -0.787 -0.303
C -2.791675 3.377514 -2.182945 -0.380 0.867 0.504
C -2.345550 1.981634 -1.536156 -0.445 0.491 0.319
S -3.587372 0.643335 -2.021398 0.229 0.073 0.027
C 0.936191 4.296104 -1.350667 -0.702 -0.886 -1.579
N 0.642071 4.980945 -0.119856 5.517 -1.425 -0.458
C 1.827994 5.105714 0.659973 -0.451 -1.061 -1.609
C 3.224183 4.544484 0.272748 -1.492 -0.637 -1.714
N 3.499489 3.832204 -0.929483 -4.105 2.464 2.225
C 2.322236 3.736085 -1.750924 -0.979 -0.589 -1.269
H 6.176171 1.358362 -2.773129 -0.241 0.318 1.025
H 5.570124 2.292149 -1.483070 0.237 -0.548 -0.537
H 3.419142 1.251129 -1.605940 1.489 0.011 -1.560
H 4.049575 0.103467 -2.889225 0.304 1.809 0.507
H 3.675514 1.719040 -4.590807 0.217 1.452 1.405
H 4.666446 3.091846 -3.705695 -1.094 -1.166 0.216
H 1.365957 2.240452 -5.110861 -0.008 0.912 1.808
H -1.078772 3.232535 -4.392822 1.744 0.203 1.318
H -1.826206 4.946194 -0.855711 0.409 -0.527 -1.551
H -2.008032 5.487482 -2.625289 0.211 -1.390 1.056
H -3.785491 3.678673 -1.666246 1.495 -0.541 -0.959
H -3.001862 3.331817 -3.310414 0.294 -0.430 1.737
H -1.334878 1.584336 -1.900762 -1.609 0.582 0.275
H -2.274854 2.032021 -0.384281 -0.215 0.150 -1.866
H -4.879109 1.071918 -1.747657 1.245 0.413 0.173
H 1.734026 5.632048 1.677612 0.171 -0.907 -1.908
H 4.085645 4.692231 1.018734 -1.488 -0.254 -1.379
C 1.817907 9.218260 1.992301 -0.158 0.041 0.036
C 2.963838 8.503883 2.681126 -0.004 0.221 -0.334
O 3.462577 7.460976 1.850881 0.175 -0.162 0.018
H 1.010889 8.517173 1.763302 0.055 0.043 0.090
H 1.421846 10.018530 2.622056 0.003 -0.008 -0.085
H 2.145733 9.648547 1.041450 0.020 0.072 0.097
H 2.627335 8.057195 3.619227 0.130 -0.112 -0.127
H 3.780563 9.198047 2.902749 -0.096 0.070 0.164
H 3.766566 7.864414 1.026547 -0.076 -0.137 0.172
C 1.884863 -2.183104 0.232186 -0.012 -0.097 -0.147
C 2.599151 -1.651417 -0.994469 -0.169 0.170 0.367
O 1.914473 -0.515201 -1.508323 -0.330 -0.038 -0.169
H 0.855272 -2.458171 -0.012892 0.102 -0.040 -0.067
H 2.398043 -3.059385 0.633495 -0.061 0.124 0.089
H 1.833393 -1.418947 1.011569 0.163 -0.127 -0.025
H 2.629143 -2.411052 -1.778997 -0.057 0.205 -0.078
H 3.627877 -1.362525 -0.753491 0.095 -0.161 0.005
H 1.899676 0.155226 -0.812186 -0.077 -0.200 -0.137
C -9.224000 1.781333 -0.444051 -0.106 -0.038 0.129
C -7.857582 2.382033 -0.706579 -0.269 -0.116 -0.189
O -6.987096 1.400090 -1.257508 0.225 -0.113 -0.129
H -9.145376 0.936194 0.244639 0.036 0.124 -0.008
H -9.901039 2.524110 -0.015347 -0.010 -0.060 -0.054
H -9.662888 1.398344 -1.370093 -0.023 0.124 0.017
H -7.413673 2.743332 0.223360 0.124 -0.123 -0.141
H -7.927272 3.221933 -1.405099 -0.059 0.117 0.129
H -7.381852 1.091307 -2.084553 0.080 0.039 0.203
C -3.839567 -3.441568 -0.531937 0.231 -0.089 -0.096
C -5.284790 -3.612765 -0.953336 0.303 0.410 0.048
O -6.089602 -2.588841 -0.378775 -0.315 0.064 0.013
H -3.750418 -3.476778 0.557487 -0.073 -0.079 -0.063
H -3.211896 -4.225458 -0.962795 -0.047 0.132 0.083
H -3.456530 -2.467861 -0.851637 -0.047 -0.040 -0.070
H -5.671163 -4.576500 -0.613726 -0.133 0.160 0.025
H -5.382146 -3.566183 -2.042994 0.082 -0.189 -0.046
H -5.747701 -1.739487 -0.690565 -0.039 -0.174 0.135
C 1.124061 -4.484780 4.423648 -0.035 -0.193 0.038
C 2.353417 -3.697192 4.016380 -0.409 0.201 0.154
O 1.984670 -2.616144 3.168842 0.088 0.091 0.076
H 0.607714 -4.872541 3.541612 0.122 0.001 0.043
H 1.393790 -5.322579 5.071434 -0.075 0.038 0.001
H 0.412683 -3.844907 4.954028 0.091 -0.046 0.075
H 3.050746 -4.334468 3.468233 -0.059 0.202 -0.113
H 2.869806 -3.295217 4.894265 0.092 -0.187 0.067
H 1.374710 -2.052494 3.663780 0.134 -0.133 -0.128
C 5.948523 -5.467598 3.221879 -0.092 0.108 -0.147
C 5.636120 -5.436030 4.704826 0.380 -0.203 -0.171
O 5.783280 -6.735923 5.263531 -0.064 -0.125 0.177
H 5.284053 -6.165037 2.704802 -0.016 0.093 0.074
H 5.834048 -4.475790 2.777335 0.056 -0.057 -0.036
H 6.971577 -5.814440 3.049174 -0.008 0.127 0.022
H 4.607802 -5.110630 4.871779 0.110 -0.186 0.141
H 6.305394 -4.748510 5.231951 -0.099 0.180 -0.072
H 6.697747 -7.013426 5.119742 -0.236 0.044 0.048
C -3.582112 -8.160985 -0.536158 -0.156 -0.085 -0.017
C -2.558054 -7.508409 -1.443541 0.043 -0.063 0.392
O -2.179828 -6.239148 -0.924423 0.146 0.027 -0.060
H -4.468028 -7.527765 -0.439998 0.065 -0.052 -0.094
H -3.885578 -9.135302 -0.926947 0.000 0.024 0.083
H -3.176355 -8.296783 0.470747 0.030 -0.095 -0.075
H -2.974341 -7.354790 -2.441372 0.113 0.158 0.094
H -1.663051 -8.132115 -1.534864 -0.089 -0.135 -0.134
H -1.804469 -6.383705 -0.045448 -0.085 0.085 -0.206
```
Positions in Å, forces in eV/Å.

Computed properties:
Highest occupied orbital energy: -7.92 eV
Energy above the lowest of the compared OMol25 structures with the same formula, charge and spin: 656.1 kJ/mol
HOMO-LUMO gap: 7.2 eV
SMILES: NCCc1ccc(CCCS)c2nccnc12.CCO.CCO.CCO.CCO.CCO.CCO.CCO


The records above yield DFT total energy values of -2463.76008 -2152.98284 Eh, respectively.